# H13S7

A cluster of 7 separate species, H13S7 in total in a non-equilibrium geometry (wB97M-V/def2-TZVPD, OMol25).

XYZ file:
```
20
Properties=species:S:1:pos:R:3:lowdin_charge:R:1
S 1.797 -1.891 0.472 -0.0923
H 2.692 -1.938 1.462 -0.3822
S -1.383 -1.572 -1.984 0.4202
H -0.192 -1.151 -1.485 -0.2539
H -1.333 -2.680 -1.269 -0.2361
S 2.857 0.394 -4.004 0.4587
H 2.493 -0.845 -3.813 -0.2477
H 2.298 0.957 -2.932 -0.2227
S -0.956 -1.953 2.767 0.3524
H 0.003 -1.315 2.014 -0.3125
H -0.891 -1.178 3.887 -0.2413
S 4.368 0.795 0.482 0.3951
H 3.229 0.077 0.322 -0.3365
H 3.966 1.585 1.453 -0.2682
S -4.598 -0.447 0.697 0.4071
H -4.519 -1.593 1.363 -0.2430
H -3.346 0.088 0.868 -0.1975
S -1.972 4.689 1.202 0.4878
H -3.179 4.498 0.670 -0.2294
H -2.414 4.698 2.429 -0.2583
```

Properties
- Net charge: -1
- Energy relative to the best compared isomer or geometry (same formula, charge and spin): 9.1 kJ/mol
- Multiplicity: 1
- HOMO-LUMO gap: 6.24 eV
- LUMO: 0.0905 Ha

***

# H13S7

A cluster of 7 separate species, H13S7 in total in a non-equilibrium geometry (wB97M-V/def2-TZVPD, OMol25).

XYZ file:
```
20
Properties=species:S:1:pos:R:3:lowdin_charge:R:1
S -1.409 1.883 1.229 0.4514
H -1.247 2.352 2.476 -0.2183
S -1.302 0.858 -2.650 0.4528
H -1.351 0.716 -1.334 -0.3138
H -1.667 2.217 -2.764 -0.1571
S -4.758 -1.725 0.221 0.3925
H -4.183 -0.401 0.003 -0.1607
H -3.537 -2.248 0.515 -0.2315
S 1.983 2.733 0.298 0.5143
H 0.822 2.294 0.813 -0.3494
H 2.758 2.340 1.215 -0.2754
S -2.093 -0.532 3.754 0.4485
H -1.864 0.411 2.705 -0.3288
H -0.952 -1.287 3.623 -0.1908
S 3.048 0.581 -3.458 0.4651
H 2.660 1.760 -2.784 -0.1829
H 2.258 -0.111 -2.773 -0.3169
S 3.155 -4.024 -0.069 0.3952
H 3.245 -4.302 -1.377 -0.2411
H 4.433 -3.514 0.358 -0.1531
```

Properties
- Energy relative to the best compared isomer or geometry (same formula, charge and spin): 99.3 kJ/mol
- Multiplicity: 2
- HOMO-LUMO gap (spin up / spin down): 9.57 / 5.85 eV
- LUMO (spin up / spin down): 0.0051 / -0.1317 Ha

***

# H14IO7

A cluster of 8 separate species, H14IO7 in total (wB97M-V/def2-TZVPD, OMol25).

XYZ file:
```
22
Properties=species:S:1:pos:R:3:lowdin_charge:R:1
I -0.790 1.011 0.048 -0.9151
O 0.179 0.359 5.192 -0.0652
H -0.701 0.353 5.568 0.0233
H 0.056 0.676 4.297 0.0253
O -4.397 -2.615 -1.361 -0.0646
H -4.173 -1.982 -0.679 0.0287
H -4.470 -2.092 -2.159 0.0254
O 4.594 1.319 1.444 -0.0572
H 3.696 1.023 1.590 0.0297
H 4.741 1.981 2.120 0.0221
O -5.282 3.490 0.579 -0.0651
H -4.478 2.970 0.577 0.0231
H -5.609 3.422 1.476 0.0210
O 3.415 1.582 -3.272 -0.0621
H 2.815 1.579 -2.526 0.0285
H 3.192 0.791 -3.762 0.0182
O 2.050 -3.285 1.223 -0.0628
H 1.982 -3.280 2.178 0.0228
H 1.347 -2.705 0.929 0.0265
O 0.957 -1.651 -4.352 -0.0567
H 0.269 -1.192 -3.872 0.0320
H 0.606 -1.754 -5.237 0.0220
```

Properties
- Net charge: -1
- Energy relative to the best compared isomer or geometry (same formula, charge and spin): 135.0 kJ/mol
- Multiplicity: 1
- HOMO-LUMO gap: 7.11 eV
- LUMO: 0.1039 Ha

***

# H14O7

A cluster of 7 separate species, H14O7 in total in a non-equilibrium geometry (wB97M-V/def2-TZVPD, OMol25).

XYZ file:
```
21
Properties=species:S:1:pos:R:3:lowdin_charge:R:1
O 0.329 -1.636 2.405 -0.0783
H 0.474 -2.378 1.800 0.0174
H 0.579 -0.821 1.911 -0.0153
O 1.086 -2.164 -0.689 -0.0552
H 1.064 -1.883 -1.615 0.0688
H 1.539 -3.043 -0.761 0.1054
O -1.911 0.651 0.591 -0.0576
H -2.770 0.505 1.044 0.0850
H -1.241 0.815 1.271 0.0515
O 1.249 0.333 0.815 -0.0261
H 0.923 0.899 0.143 -0.0064
H 1.408 -0.487 0.370 -0.0011
O 0.481 4.075 -0.395 -0.0764
H 0.770 4.836 -0.945 0.0526
H 0.423 3.276 -0.954 0.0043
O 0.177 1.165 -1.684 -0.0396
H 0.079 0.281 -2.083 0.0652
H -0.692 1.375 -1.357 0.0295
O -1.644 -2.096 -0.048 -0.0529
H -1.552 -1.271 0.392 -0.0422
H -0.769 -2.430 -0.209 -0.0285
```

Properties
- Energy relative to the best compared isomer or geometry (same formula, charge and spin): 157.2 kJ/mol
- Multiplicity: 1
- HOMO-LUMO gap: 10.18 eV
- LUMO: -0.0119 Ha

***

# H14O7

A cluster of 7 separate species, H14O7 in total (wB97M-V/def2-TZVPD, OMol25).

XYZ file:
```
21
Properties=species:S:1:pos:R:3:lowdin_charge:R:1
O -1.507 -2.436 1.941 -0.0407
H -1.659 -2.062 2.809 0.0438
H -0.773 -3.038 2.063 0.0300
O -1.209 1.549 -0.648 -0.0351
H -1.624 2.119 -1.295 0.0824
H -1.721 1.679 0.150 0.0873
O 1.885 -2.707 1.798 -0.0442
H 1.971 -1.771 1.617 0.0175
H 2.137 -2.797 2.717 0.0336
O -2.098 -0.531 -2.938 -0.0439
H -1.781 0.093 -2.286 -0.0145
H -1.341 -0.698 -3.500 0.0367
O 0.230 -0.339 0.524 -0.0478
H -0.392 -0.961 0.901 0.0004
H -0.312 0.261 0.011 -0.0288
O 0.469 3.873 -0.309 -0.0476
H -0.091 4.445 0.217 0.0311
H -0.101 3.145 -0.559 -0.0266
O 2.901 -0.168 -1.253 -0.0547
H 2.017 -0.404 -0.972 -0.0072
H 3.000 0.747 -0.989 0.0283
```

Properties
- Energy relative to the best compared isomer or geometry (same formula, charge and spin): 161.9 kJ/mol
- Multiplicity: 1
- HOMO-LUMO gap: 10.78 eV
- LUMO: -0.0066 Ha

***

# H14O7

A cluster of 7 separate species, H14O7 in total in a non-equilibrium geometry (wB97M-V/def2-TZVPD, OMol25).

XYZ file:
```
21
Properties=species:S:1:pos:R:3:lowdin_charge:R:1
O 22.846 14.531 24.446 0.2095
H 22.371 14.903 23.772 0.0209
H 23.809 14.767 24.128 0.0945
H 22.423 14.639 25.299 0.0699
O 25.262 15.323 23.719 -0.2744
H 25.749 14.763 24.119 -0.1571
O 21.832 15.271 26.756 0.0989
H 21.478 14.532 27.178 0.0585
H 21.412 16.017 26.758 -0.0170
O 23.205 16.821 22.956 -0.0227
H 23.891 16.282 23.103 -0.1090
H 23.306 17.516 23.658 0.0858
O 25.389 14.259 21.319 -0.0116
H 25.530 13.364 21.205 -0.0141
H 25.665 14.390 22.177 -0.0661
O 25.614 15.353 26.726 -0.1002
H 25.464 14.426 26.496 0.0175
H 25.457 15.707 25.793 0.0327
O 20.619 14.653 22.831 -0.0018
H 20.514 15.177 22.058 0.0470
H 19.808 14.486 23.279 0.0390
```

Properties
- Energy relative to the best compared isomer or geometry (same formula, charge and spin): 459.3 kJ/mol
- Multiplicity: 1
- HOMO-LUMO gap: 9.06 eV
- LUMO: -0.0083 Ha